# 1
Below is 3 unconnected molecules or ions with the total composition C6H12O2, with properties calculated with ωB97M-V with the def2-TZVPD basis set.

As for the spin multiplicity: 1. Its SMILES is C=CC(=C)C=C.O.O. The value obtained for the HOMO-LUMO gap is 10.26 eV. For the HOMO energy, the calculation gives -9.61 eV. The energy relative to the best compared isomer or geometry (same formula, charge and spin) is 68.06 kcal/mol. For the LUMO energy, the calculation gives 0.653 eV.

Element x y z (Å)
C -0.469 0.388 -1.152
C -1.328 1.250 -0.647
C 1.174 -0.287 0.592
C 0.266 -0.606 -0.326
C -0.149 -2.037 -0.511
C -1.254 -2.495 0.066
H -0.172 0.390 -2.193
H -1.810 2.047 -1.199
H -1.682 1.247 0.380
H 1.621 -1.081 1.180
H 1.537 0.713 0.764
H 0.488 -2.691 -1.093
H -1.502 -3.542 0.001
H -1.876 -1.827 0.653
H -0.412 0.404 2.194
H -1.070 1.684 2.746
O -0.947 0.740 2.925
H 2.194 2.666 -0.924
H 2.733 1.230 -1.137
O 2.309 1.972 -1.578

natural (NBO) population analysis, charges in e, atoms 1 to 2: atom 1 (C): -0.201, atom 2 (C): -0.389

=====

# 2
Below is a single C6H12O2S molecule, with properties calculated with ωB97M-V with the def2-TZVPD basis set.

As for the spin multiplicity: 3. The value obtained for the HOMO-LUMO gap (alpha / beta) is 6.39 / 7.44 eV. For the HOMO energy (alpha / beta), the calculation gives -5.91 / -9.44 eV. The energy relative to the best compared isomer or geometry (same formula, charge and spin) is 22.71 kcal/mol. For the LUMO energy (alpha / beta), the calculation gives 0.488 / -2.005 eV.

Element x y z (Å)
C 0.212 -0.161 -0.180
C -1.323 -0.691 0.359
C 0.372 1.261 0.230
C 0.201 -0.174 -1.672
C -2.375 0.285 0.394
C -1.180 -1.985 0.640
O 3.656 0.806 0.886
O 1.658 -0.828 0.162
S 3.314 -0.327 -0.262
H -0.473 1.980 -0.224
H 1.363 1.711 -0.195
H 0.565 1.561 1.287
H 0.276 -1.253 -1.959
H 1.089 0.197 -2.070
H -0.651 0.479 -2.174
H -3.227 -0.194 1.065
H -2.637 0.637 -0.560
H -2.215 1.308 0.949
H 3.666 0.649 1.810
H -0.319 -2.581 0.458
H -1.972 -2.681 1.056

natural (NBO) population analysis, charges in e, atoms 1 to 2: atom 1 (C): 0.247, atom 2 (C): 0.003

=====

# 3
Below is a molecular structure, C6H12O4, with properties calculated with ωB97M-V with the def2-TZVPD basis set.

As for the spin multiplicity: 1. The value obtained for the HOMO-LUMO gap is 9.57 eV. For the HOMO energy, the calculation gives -9.79 eV. The energy relative to the best compared isomer or geometry (same formula, charge and spin) is 101.71 kcal/mol. For the LUMO energy, the calculation gives -0.213 eV.

Element x y z (Å)
C -2.049 -1.800 -0.178
C -1.096 -0.772 0.429
C 0.282 -1.402 0.615
O 1.169 -0.583 1.358
C 1.741 0.499 0.710
O 0.403 1.641 1.090
C -0.493 1.762 0.148
O -0.250 2.705 -0.645
C -1.042 0.484 -0.460
H -1.715 -2.096 -1.185
H -2.101 -2.705 0.442
H -3.062 -1.384 -0.265
H -1.477 -0.471 1.418
H 0.198 -2.347 1.170
H 0.723 -1.629 -0.371
H 2.504 0.891 1.391
H 2.145 0.021 -0.198
H -0.470 0.239 -1.369
H -2.054 0.748 -0.791
O 2.522 2.084 -0.768
H 1.474 2.578 -0.991
H 2.648 1.538 -1.551

natural (NBO) population analysis, charges in e, atoms 1 to 2: atom 1 (C): -0.604, atom 2 (C): -0.255

=====

# 4
Below is a molecular structure, C6H12O4, with properties calculated with ωB97M-V with the def2-TZVPD basis set.

As for the spin multiplicity: 1. The value obtained for the HOMO-LUMO gap is 9.87 eV. For the HOMO energy, the calculation gives -9.16 eV. The energy relative to the best compared isomer or geometry (same formula, charge and spin) is 65.17 kcal/mol. For the LUMO energy, the calculation gives 0.714 eV.

Element x y z (Å)
C -1.240 -1.381 0.153
C 0.829 -0.530 1.708
C -0.819 -2.437 -0.823
O 0.123 -0.353 0.491
H -2.186 -0.932 -0.119
H -1.353 -1.746 1.172
H 0.156 -0.376 2.556
H 1.270 -1.530 1.729
H 1.654 0.184 1.746
H -1.559 -3.243 -0.800
H 0.134 -2.873 -0.525
H -0.739 -2.044 -1.832
C 1.158 1.645 -1.741
C -0.612 1.329 0.112
C 0.735 1.950 -0.344
O -0.978 1.801 1.335
O -1.460 0.992 -0.733
O 1.377 2.586 0.466
H -0.210 2.290 1.692
H 0.368 1.951 -2.424
H 1.263 0.563 -1.837
H 2.087 2.155 -1.980

natural (NBO) population analysis, charges in e, atoms 1 to 2: atom 1 (C): 0.003, atom 2 (C): -0.261

=====

# 5
Below is a single C6H12O5 molecule, with properties calculated with ωB97M-V with the def2-TZVPD basis set.

As for the spin multiplicity: 1. Its SMILES is CO[C@H]1[C@H](O)[C@H](O)CO[C@@H]1O. The value obtained for the HOMO-LUMO gap is 9.98 eV. For the HOMO energy, the calculation gives -9.22 eV. The energy relative to the best compared isomer or geometry (same formula, charge and spin) is 46.66 kcal/mol. For the LUMO energy, the calculation gives 0.757 eV.

Element x y z (Å)
C -2.821 -0.339 -0.322
C -0.502 -0.081 0.483
C -0.358 1.357 -0.045
C 1.949 0.988 -0.373
C 1.774 -0.531 -0.258
C 0.316 -0.995 -0.464
H -2.671 0.653 -0.881
H -2.698 -1.198 -1.074
H -3.733 -0.511 0.206
H -0.093 -0.088 1.493
H -1.252 1.609 -0.651
H 0.337 2.648 1.341
H 2.230 1.337 0.594
H 2.713 1.211 -1.162
H 2.505 -0.981 -1.061
H 2.062 -1.785 1.353
H 0.060 -0.924 -1.590
H -0.725 -2.470 0.271
O -1.789 -0.478 0.656
O -0.477 2.205 1.071
O 0.741 1.504 -0.818
O 2.199 -0.796 1.096
O 0.232 -2.334 0.132

natural (NBO) population analysis, charges in e, atoms 1 to 2: atom 1 (C): -0.251, atom 2 (C): 0.030

=====

# 6
Below is a gas-phase ion, C6H12OP (charge +1), with properties calculated with ωB97M-V with the def2-TZVPD basis set.

As for the spin multiplicity: 1. Its total charge is +1. The value obtained for the HOMO-LUMO gap is 10.71 eV. For the HOMO energy, the calculation gives -13.98 eV. The energy relative to the best compared isomer or geometry (same formula, charge and spin) is 0.00 kcal/mol. For the LUMO energy, the calculation gives -3.271 eV.

Element x y z (Å)
C 0.979 1.631 1.043
C 1.741 0.542 0.946
C -0.247 1.702 0.188
C 1.519 -0.316 -0.265
C -1.192 -1.064 1.636
C -0.754 -0.716 -2.486
O -1.202 -1.058 0.251
P -0.298 -0.045 -0.576
H 1.031 2.365 1.857
H 2.604 0.440 1.631
H -1.169 2.134 0.496
H 0.041 2.326 -0.648
H 2.081 -0.055 -1.138
H 1.549 -1.331 0.028
H -0.827 -1.996 2.000
H -2.258 -0.821 2.103
H -0.565 -0.286 1.905
H -0.706 -0.021 -3.325
H -1.755 -1.171 -2.528
H -0.071 -1.566 -2.512

natural (NBO) population analysis, charges in e, atoms 1 to 2: atom 1 (C): -0.177, atom 2 (C): -0.203

=====

# 7
Below is a molecular structure, C6H12OPPb, with properties calculated with ωB97M-V with the def2-TZVPD basis set.

As for the spin multiplicity: 1. Its total charge is +1. The value obtained for the HOMO-LUMO gap (alpha / beta) is 5.92 / 5.92 eV. For the HOMO energy (alpha / beta), the calculation gives -12.12 / -12.12 eV. For the LUMO energy (alpha / beta), the calculation gives -6.207 / -6.208 eV.

Element x y z (Å)
C -1.015 -0.069 -1.676
C -0.199 0.212 -2.734
C 0.972 1.003 -2.770
C 1.646 1.631 -1.696
C 1.280 1.703 -0.380
Pb -0.761 1.217 0.006
P -2.556 -1.333 1.119
H -1.862 -0.767 -1.741
H -0.440 -0.246 -3.710
H 1.477 1.064 -3.745
H 1.932 2.128 0.398
H 2.605 2.093 -1.996
H -2.046 -2.348 1.987
H -3.275 -2.189 0.229
H -3.672 -0.950 1.924
C 1.022 -0.311 2.771
O 0.521 -0.695 1.483
H 1.351 0.736 2.724
H 1.861 -0.951 3.084
H 0.206 -0.401 3.498
H 0.951 -1.528 1.222

natural (NBO) population analysis, charges in e, atoms 1 to 2: atom 1 (C): -0.435, atom 2 (C): -0.343

=====

# 8
Below is 2 unconnected molecules or ions with the total composition C6H12OS, with properties calculated with ωB97M-V with the def2-TZVPD basis set.

As for the spin multiplicity: 1. The value obtained for the HOMO-LUMO gap is 8.22 eV. For the HOMO energy, the calculation gives -7.45 eV. The energy relative to the best compared isomer or geometry (same formula, charge and spin) is 96.98 kcal/mol. For the LUMO energy, the calculation gives 0.769 eV.

Element x y z (Å)
C -0.041 1.058 -0.088
C 0.323 -1.073 1.023
C 0.542 -0.720 -1.446
C 2.270 0.501 0.216
C -2.127 0.839 0.784
C 0.841 -0.032 0.002
O 0.051 2.191 -0.401
S -2.912 -0.415 -0.273
H 0.463 -0.809 2.062
H 0.653 -1.959 0.756
H -0.773 -1.186 0.825
H 0.494 0.002 -2.104
H 1.196 -1.415 -1.723
H -0.452 -1.196 -1.471
H 2.801 -0.202 0.694
H 2.173 1.453 0.695
H 2.770 0.574 -0.737
H -2.390 1.827 0.665
H -2.231 0.466 1.736
H -3.651 0.095 -1.214

natural (NBO) population analysis, charges in e, atoms 1 to 2: atom 1 (C): 0.741, atom 2 (C): -0.576

=====

# 9
Below is a molecular structure, C6H12OS, with properties calculated with ωB97M-V with the def2-TZVPD basis set.

As for the spin multiplicity: 1. The value obtained for the HOMO-LUMO gap is 9.03 eV. For the HOMO energy, the calculation gives -8.27 eV. The energy relative to the best compared isomer or geometry (same formula, charge and spin) is 145.70 kcal/mol. For the LUMO energy, the calculation gives 0.760 eV.

Element x y z (Å)
C 2.326 -1.635 0.487
C -0.560 -0.431 -0.264
C 0.022 0.829 0.406
C 0.927 1.915 -0.236
C -1.794 -0.874 -0.447
C -3.064 -0.246 -0.102
H 2.681 -0.573 0.728
H 3.012 -2.349 0.419
H 2.088 -2.189 1.448
H 0.723 0.336 1.267
H -0.683 1.702 0.648
H 1.520 2.656 0.722
H 0.363 2.797 -1.123
H 1.604 0.650 -1.725
H -2.006 -2.078 -0.611
H -2.627 0.661 0.513
H -3.612 0.264 -0.999
H -3.847 -0.847 0.415
O 2.078 1.106 -0.848
S 0.849 -1.693 -0.699

natural (NBO) population analysis, charges in e, atoms 1 to 2: atom 1 (C): -0.743, atom 2 (C): -0.086

=====

# 10
Below is 2 unconnected molecules or ions with the total composition C6H12OS2, with properties calculated with ωB97M-V with the def2-TZVPD basis set.

As for the spin multiplicity: 1. The value obtained for the HOMO-LUMO gap (alpha / beta) is 7.71 / 7.65 eV. For the HOMO energy (alpha / beta), the calculation gives -7.49 / -7.58 eV. The energy relative to the best compared isomer or geometry (same formula, charge and spin) is 88.19 kcal/mol. For the LUMO energy (alpha / beta), the calculation gives 0.216 / 0.073 eV.

Element x y z (Å)
C 0.436 -0.131 -0.695
C 1.396 -0.355 1.596
C 2.840 0.760 -0.067
C -2.490 -0.379 -1.466
C 1.317 0.515 0.356
C -1.923 0.009 -0.108
O 0.688 -0.880 -1.634
S -1.984 -1.337 1.119
S -2.507 1.500 0.616
H 1.949 -1.159 1.213
H 0.334 -0.731 1.834
H 1.976 0.047 2.455
H 3.260 1.697 0.114
H 3.011 0.693 -1.141
H 3.545 0.025 0.437
H -2.220 0.457 -2.100
H -2.204 -1.358 -1.811
H -3.612 -0.229 -1.452
H 0.799 1.502 0.549
H -1.059 -2.066 0.438
H -3.552 1.420 -0.254

natural (NBO) population analysis, charges in e, atoms 1 to 2: atom 1 (C): 0.681, atom 2 (C): -0.607

=====

# 11
Below is a single C6H12OSe molecule, with properties calculated with ωB97M-V with the def2-TZVPD basis set.

As for the spin multiplicity: 1. Its SMILES is C[Se][C@H]1CCCCO1. The value obtained for the HOMO-LUMO gap is 9.34 eV. For the HOMO energy, the calculation gives -8.39 eV. The energy relative to the best compared isomer or geometry (same formula, charge and spin) is 2.80 kcal/mol. For the LUMO energy, the calculation gives 0.948 eV.

Element x y z (Å)
C 1.494 -1.404 0.172
C 1.949 -0.182 -0.728
C -0.081 -1.585 -0.168
C 0.998 0.980 -0.467
C -0.764 -0.310 0.216
C -3.002 1.430 0.219
O -0.345 0.711 -0.574
Se -2.686 -0.429 -0.173
H 2.177 -2.356 -0.096
H 1.355 -1.212 1.279
H 3.006 0.150 -0.397
H 1.971 -0.617 -1.814
H -0.033 -1.592 -1.238
H -0.479 -2.467 0.360
H 1.108 1.278 0.553
H 1.411 1.812 -1.228
H -0.508 -0.048 1.227
H -4.148 1.802 0.343
H -2.638 1.835 1.188
H -2.716 2.119 -0.568

natural (NBO) population analysis, charges in e, atoms 1 to 2: atom 1 (C): -0.401, atom 2 (C): -0.444

=====

# 12
Below is a single C6H12SSi molecule, with properties calculated with ωB97M-V with the def2-TZVPD basis set.

As for the spin multiplicity: 1. Its SMILES is CC1=C([SiH3])[C@H](C)CS1. The value obtained for the HOMO-LUMO gap is 8.55 eV. For the HOMO energy, the calculation gives -7.87 eV. The energy relative to the best compared isomer or geometry (same formula, charge and spin) is 30.82 kcal/mol. For the LUMO energy, the calculation gives 0.683 eV.

Element x y z (Å)
C -0.025 -0.178 -0.488
C -0.895 -0.864 0.447
C -1.208 1.708 0.346
C 0.173 1.264 -0.165
C -1.213 -2.243 0.540
C 1.348 1.556 0.830
Si 1.155 -0.990 -1.619
S -1.876 0.276 1.270
H -1.133 2.522 1.032
H -2.044 1.915 -0.437
H 0.422 1.841 -1.061
H -0.961 -2.663 1.472
H -0.793 -2.780 -0.211
H -2.243 -2.561 0.572
H 1.011 1.660 1.948
H 1.830 2.539 0.776
H 1.975 0.800 0.589
H 2.446 -1.664 -1.264
H 1.614 0.055 -2.407
H 0.415 -2.193 -2.169

natural (NBO) population analysis, charges in e, atoms 1 to 2: atom 1 (C): -0.533, atom 2 (C): -0.071

=====

no.,E_tot (Eh)
1,-386.2117
2,-784.1951
3,-536.6431
4,-536.7013
5,-611.9390
6,-652.1137
7,-844.8156
8,-709.0848
9,-709.0072
10,-1107.2912
11,-2712.3974
12,-923.4065